Here is a cluster of 2 separate species, C3H7Cl2NO2Si in total in a non-equilibrium geometry from OMol25. Energies are from the ωB97M-V functional and the def2-TZVPD basis.

HOMO level in eV: -9.2
Energy above the lowest of the compared OMol25 structures with the same formula, charge and spin in kcal per mole: 62.18
2S+1: 1
Kohn-Sham gap in eV: 8.71

Each atom is followed by the atoms it is bonded to, with distances in Å.
Positions of all 16 atoms, in Å:
1 C 0.168 -2.060 0.738  C3 1.517, H10 1.123, H11 1.219, H12 1.142
2 C 0.619 2.356 -1.197  Si7 1.873, H13 1.072, H14 1.079, H15 1.060
3 C -0.723 -1.067 0.016  C1 1.517, N4 1.452, H16 1.021
4 N -1.290 -1.624 -1.199  C3 1.452, O5 1.238, O6 1.217
5 O -2.336 -1.125 -1.633  N4 1.238
6 O -0.643 -2.508 -1.730  N4 1.217
7 Si 0.783 0.514 -1.494  C2 1.873, Cl8 2.000, Cl9 1.978
8 Cl 0.329 -0.099 -3.343  Si7 2.000
9 Cl 2.564 -0.029 -0.825  Si7 1.978
10 H -0.537 -2.581 1.440  C1 1.123
11 H 0.675 -2.901 0.016  C1 1.219
12 H 0.918 -1.486 1.380  C1 1.142
13 H 1.128 3.120 -1.751  C2 1.072
14 H -0.397 2.689 -1.336  C2 1.079
15 H 0.654 2.782 -0.228  C2 1.060
16 H -1.288 -0.368 0.501  C3 1.021